The following is a DFT calculation (wB97M-V/def2-TZVPD) of a structure of composition C38H54BrIN9PRu in a non-equilibrium geometry.

Structure (XYZ):
```
105
Properties=species:S:1:pos:R:3:lowdin_spin:R:1
Ru 0.2745 0.0771 0.0277 0.060
C 0.7926 -2.9292 -1.1427 0.004
N -0.4439 -3.4595 -0.6604 0.001
C -0.6412 -4.8919 -0.6148 0.000
C -2.0359 -5.0238 -0.0097 0.000
N -2.4173 -3.6554 0.3051 0.001
C -3.7628 -3.4937 0.8019 0.000
C -1.4957 -2.7663 -0.1504 0.001
N -1.4864 -1.4536 -0.1391 -0.001
C -2.6023 -0.6728 0.3514 0.001
C -2.6531 0.7333 -0.2669 0.000
N -1.5346 1.5677 0.1164 0.000
C -1.5755 2.8833 -0.0008 0.000
N -0.5734 3.6486 0.5033 0.000
C 0.7318 3.2070 0.8942 0.002
C -0.7674 5.0602 0.2280 0.000
C -2.1841 5.0972 -0.3361 0.000
N -2.5079 3.6909 -0.5595 0.000
C -3.8617 3.4409 -0.9982 0.000
H 1.5978 -3.6217 -0.8924 0.000
H 0.9860 -1.9420 -0.6660 0.002
H 0.7848 -2.7914 -2.2285 0.000
H 0.1268 -5.3661 0.0049 0.000
H -0.5810 -5.3209 -1.6197 0.000
H -2.0441 -5.6309 0.9018 0.000
H -2.7545 -5.4599 -0.7096 0.000
H -4.0567 -4.4386 1.2596 0.000
H -4.4681 -3.2898 -0.0087 0.000
H -3.8282 -2.7190 1.5602 0.000
H -2.5427 -0.5886 1.4458 0.000
H -3.5530 -1.1419 0.0840 0.000
H -3.5947 1.1812 0.0584 0.000
H -2.6763 0.6001 -1.3581 0.000
H 0.6941 2.1494 1.1956 0.001
H 1.0758 3.8035 1.7391 0.000
H 1.4564 3.3343 0.0806 0.000
H -0.0232 5.4167 -0.4939 0.000
H -0.6572 5.6411 1.1480 0.000
H -2.2457 5.6424 -1.2807 0.000
H -2.9006 5.5397 0.3621 0.000
H -4.1638 4.2921 -1.6069 0.000
H -4.5522 3.3754 -0.1522 0.000
H -3.9369 2.5477 -1.6107 0.000
C -1.0315 1.4830 5.5079 0.000
C -1.8062 1.5433 4.2024 0.000
N -1.0321 0.8799 3.1741 0.000
C -0.1529 -0.1180 3.3926 0.000
N 0.4062 -0.6659 2.3179 -0.001
C 1.2552 -1.8154 2.5467 0.000
C 2.1026 -1.6178 3.8023 0.000
C 1.1558 -1.4507 4.9794 0.000
N 0.1080 -0.5023 4.6553 0.000
C -0.6511 0.0336 5.7721 0.000
H -1.6296 1.8680 6.3296 0.000
H -0.1280 2.0894 5.4234 0.000
H -1.9784 2.5764 3.8977 0.000
H -2.7825 1.0542 4.3160 0.000
H -1.2053 1.1043 2.1977 0.000
H 1.8864 -1.9721 1.6650 0.000
H 0.6228 -2.7053 2.6681 0.000
H 2.7037 -0.7125 3.6888 0.000
H 2.7592 -2.4683 3.9754 0.000
H 1.6903 -1.0713 5.8565 0.000
H 0.6987 -2.4111 5.2542 0.000
H -0.0399 -0.0316 6.6732 0.000
H -1.5454 -0.5770 5.9414 0.000
Br 5.8263 1.2463 -1.6706 0.206
C 6.1425 0.1319 -0.1730 0.187
C 7.4263 -0.3149 0.1113 0.013
C 7.6472 -1.1400 1.1990 0.086
C 6.5905 -1.5279 2.0093 0.166
C 5.3060 -1.0797 1.7408 -0.007
C 5.0953 -0.2503 0.6580 0.142
I 3.1357 0.6008 0.3396 0.110
H 8.2471 0.0030 -0.5114 -0.002
H 8.6462 -1.4857 1.4189 0.003
H 6.7625 -2.1646 2.8641 0.007
H 4.4803 -1.3690 2.3723 -0.002
C 0.4959 2.4207 -2.8186 0.001
P 0.3568 0.6063 -2.5502 0.002
C 1.5902 0.0160 -3.7599 0.001
C 1.3885 0.3076 -5.1113 0.001
C 2.3213 -0.0817 -6.0518 0.002
C 3.4459 -0.7914 -5.6573 0.000
C 3.6473 -1.0866 -4.3161 0.003
C 2.7266 -0.6783 -3.3670 0.005
C -1.1682 0.1552 -3.4470 0.000
C -1.2939 -1.1680 -3.8722 0.000
C -2.3840 -1.5666 -4.6191 0.000
C -3.3772 -0.6497 -4.9372 0.000
C -3.2743 0.6604 -4.4963 0.000
C -2.1808 1.0660 -3.7501 0.000
H 0.3387 2.6530 -3.8712 0.000
H 1.5001 2.7366 -2.5381 0.000
H -0.2316 2.9569 -2.2143 0.000
H 0.4966 0.8317 -5.4250 0.000
H 2.1771 0.1694 -7.0929 0.000
H 4.1587 -1.1152 -6.3960 0.000
H 4.5283 -1.6322 -4.0192 0.000
H 2.8895 -0.8953 -2.3188 0.002
H -0.5056 -1.8733 -3.6480 0.000
H -2.4545 -2.5829 -4.9753 0.000
H -4.2201 -0.9557 -5.5349 0.000
H -4.0428 1.3713 -4.7579 0.000
H -2.1065 2.0969 -3.4390 0.000
```

Summary:
⟨S²⟩: 0.7845
Lowest unoccupied orbital energy (alpha / beta) (eV): -8.96 / -12.33
Energy above the lowest of the compared OMol25 structures with the same formula, charge and spin (kJ/mol): 457.7
HOMO-LUMO gap (alpha / beta) (eV): 6.3 / 2.9
Spin multiplicity: 2
Net charge: +3
E_HOMO (alpha / beta) (eV): -15.2 / -15.2

=====

The following is a DFT calculation (wB97M-V/def2-TZVPD) of a structure of composition C38H54Cl3O2P3PdSi.

Structure (XYZ):
```
102
Properties=species:S:1:pos:R:3:lowdin_spin:R:1
Pd 0.0382 0.4262 -0.7136 1.050
C 3.8088 -1.4561 -3.4758 0.021
C 2.3992 -1.3338 -2.8845 0.051
C 1.8636 -2.7327 -2.5503 0.003
P 2.3058 -0.2898 -1.3703 0.305
C 3.1418 1.3437 -1.4872 0.054
C 2.4136 2.2251 -2.5059 0.027
C 4.6577 1.3973 -1.7165 0.021
C 2.9777 -1.3405 -0.0666 0.031
C 4.3403 -1.6476 -0.0211 0.008
C 4.8009 -2.6211 0.8501 0.002
C 3.9075 -3.3082 1.6608 0.003
C 2.5571 -3.0010 1.6149 0.008
C 2.0651 -2.0154 0.7567 0.044
Si 0.3238 -1.3369 0.9518 0.259
C -2.0066 0.2185 2.2304 0.650
C -2.8116 -0.3888 3.1511 0.085
C -3.3729 0.4548 4.1036 0.035
C -3.0715 1.8170 4.0963 -0.015
C -2.2043 2.3516 3.1612 0.039
C -1.6266 1.5248 2.1693 0.121
P -0.3860 2.1368 0.9974 0.286
C -1.0084 3.6797 0.2047 0.052
C -1.1511 4.9239 1.0851 0.020
C -2.3135 3.3673 -0.5212 0.016
C 1.1847 2.4650 1.9065 0.039
C 1.0015 2.8604 3.3718 0.014
C 2.0348 3.4971 1.1558 0.003
C -0.9853 -2.6120 0.5016 0.066
C -0.9514 -3.9180 1.0010 0.012
C -1.7313 -4.9295 0.4627 0.004
C -2.5643 -4.6605 -0.6140 0.006
C -2.6157 -3.3782 -1.1346 0.005
C -1.8406 -2.3531 -0.5903 0.033
P -2.0158 -0.6879 -1.3322 0.257
C -3.8630 -0.3716 -1.1055 0.056
C -4.4806 0.7632 -1.9168 0.003
C -4.4027 -0.3756 0.3106 0.008
C -1.9951 -0.8140 -3.1875 0.048
C -1.0547 -1.8708 -3.7436 0.005
C -1.6315 0.5522 -3.7810 0.024
H 3.7387 -2.0885 -4.3622 0.005
H 4.4939 -1.9420 -2.7821 0.000
H 4.2268 -0.5042 -3.7884 0.001
H 1.7659 -0.8370 -3.6244 0.004
H 2.5834 -3.2662 -1.9295 0.000
H 1.7354 -3.2940 -3.4764 0.000
H 0.9091 -2.7280 -2.0210 0.002
H 2.9655 1.7280 -0.4785 0.005
H 2.5296 1.8375 -3.5202 0.000
H 2.8419 3.2282 -2.4905 0.001
H 1.3429 2.3098 -2.2970 0.020
H 4.9348 1.0996 -2.7237 0.000
H 5.2215 0.8092 -0.9985 0.000
H 4.9685 2.4357 -1.5903 0.004
H 5.0494 -1.1486 -0.6637 0.000
H 5.8580 -2.8464 0.8906 0.000
H 4.2679 -4.0741 2.3346 0.000
H 1.8806 -3.5308 2.2785 0.001
H -3.0182 -1.4514 3.1360 0.011
H -4.0338 0.0527 4.8612 0.006
H -3.5022 2.4638 4.8484 0.000
H -1.9524 3.3999 3.2198 0.006
H -0.2403 3.8801 -0.5509 0.005
H -1.9222 4.8027 1.8420 0.001
H -1.4678 5.7500 0.4462 0.004
H -0.2261 5.2223 1.5710 0.001
H -3.1316 3.2223 0.1872 0.000
H -2.2185 2.4658 -1.1304 0.014
H -2.5787 4.1923 -1.1829 0.000
H 1.6934 1.4953 1.8919 0.006
H 0.5184 3.8337 3.4715 0.000
H 1.9874 2.9262 3.8339 0.003
H 0.4254 2.1233 3.9294 0.000
H 1.6990 4.5112 1.3637 0.000
H 2.0188 3.3689 0.0730 0.002
H 3.0693 3.4255 1.4934 0.000
H -0.2919 -4.1623 1.8229 0.001
H -1.6782 -5.9292 0.8727 0.000
H -3.1659 -5.4456 -1.0518 0.001
H -3.2652 -3.1876 -1.9812 0.000
H -4.1716 -1.3157 -1.5738 0.011
H -4.2156 1.7408 -1.5208 0.001
H -5.5645 0.6699 -1.8338 0.001
H -4.2420 0.7292 -2.9761 0.000
H -4.1612 0.5436 0.8401 0.002
H -4.0438 -1.2263 0.8870 0.001
H -5.4902 -0.4469 0.2518 0.002
H -3.0214 -1.0806 -3.4565 0.007
H -0.0369 -1.6698 -3.4241 0.003
H -1.0750 -1.8324 -4.8335 0.001
H -1.3132 -2.8823 -3.4342 0.000
H -0.5851 0.7873 -3.5600 0.013
H -2.2391 1.3740 -3.4062 0.002
H -1.7399 0.5208 -4.8659 0.001
Cl -0.3859 -2.8564 4.3057 0.000
C 0.6891 -1.5325 4.7821 0.003
Cl -0.2458 -0.2741 5.6165 0.000
Cl 1.9668 -2.1407 5.8070 0.001
C 1.2894 -0.8205 3.5500 0.007
O 2.3506 -0.2833 3.5938 0.003
O 0.4653 -0.7134 2.5021 0.082
```

Summary:
⟨S²⟩: 6.0148
Lowest unoccupied orbital energy (alpha / beta) (eV): -4.63 / -8.67
Energy above the lowest of the compared OMol25 structures with the same formula, charge and spin (kJ/mol): 0.0
HOMO-LUMO gap (alpha / beta) (eV): 7.1 / 5.7
Spin multiplicity: 5
Net charge: +2
E_HOMO (alpha / beta) (eV): -11.7 / -14.4